This record from the OMol25 dataset describes one molecule with the formula HO2PS4 at a distorted geometry. The level of theory is ωB97M-V with the def2-TZVPD basis set.

Calculated values
Kohn-Sham gap in eV: 5.280
F_max in hartree/bohr: 0.0625
LUMO level in eV: -3.46
Energy above the lowest of the compared OMol25 structures with the same formula, charge and spin in kcal/mol: 11.0
Multiplicity: 1
HOMO level in eV: -8.74
Electronic energy in hartree: -2085.17694

Each line ends with the natural charge from an NBO analysis.
CARTESIAN COORDINATES (ANGSTROEM)
O  1.7666  0.0579  1.3860  -1.08
O  2.6165  0.0304  -1.1215  -0.91
P  1.7558  0.9582  0.2193  1.60
S  2.6681  2.7224  0.3446  -0.52
S  1.9856  -2.1680  0.4287  0.16
S  3.2942  -1.3167  -0.6723  0.88
S  -0.1345  0.8669  -0.7899  -0.30
H  -0.7763  1.0529  0.4021  0.17

Atomic forces in eV per Å
0.13 -1.30 1.07
0.50 -0.56 0.24
0.31 2.96 -1.22
-0.96 -1.71 -0.36
1.09 0.47 -0.91
-1.72 0.11 0.88
0.38 0.10 0.83
0.27 -0.08 -0.52


This record from the OMol25 dataset describes C43H49InN5O4 as an isolated structure at a distorted geometry. The level of theory is ωB97M-V with the def2-TZVPD basis set.

Calculated values
Kohn-Sham gap in eV: 6.626
F_max in hartree/bohr: 0.0242
LUMO level in eV: 2.39
Multiplicity: 1
Charge: -1
HOMO level in eV: -4.24
Electronic energy in hartree: -2433.00424

Each line ends with the Löwdin charge.
CARTESIAN COORDINATES (ANGSTROEM)
In  -0.1224  0.3291  -0.6893  0.97
C  -1.1431  -0.3302  -5.8172  -0.06
C  -0.4531  0.1894  -4.5538  -0.38
C  1.0680  0.2038  -4.7233  -0.07
C  -0.9996  1.5451  -4.1637  -0.14
C  -0.6481  2.6601  -4.9034  -0.06
C  -1.1002  3.9203  -4.5621  -0.10
C  -1.9131  4.0596  -3.4530  -0.06
C  -2.2979  2.9706  -2.6848  -0.14
C  -3.1611  3.2456  -1.4718  -0.36
C  -4.3776  2.3282  -1.3735  -0.06
C  -2.3405  3.1423  -0.1855  -0.07
C  -1.8531  1.6825  -3.0451  -0.21
N  -2.0980  0.5857  -2.2450  -0.01
C  -2.7467  -0.4819  -2.6642  -0.53
O  -3.4785  -0.5970  -3.6573  0.01
C  -2.5964  -1.6605  -1.7260  -0.19
C  -3.5861  -2.6420  -1.6751  -0.01
C  -3.4227  -3.7029  -0.8008  -0.05
C  -2.3036  -3.7243  0.0160  0.00
C  -1.3530  -2.7102  -0.1103  -0.19
N  -1.4904  -1.7383  -0.9994  0.09
C  -0.1499  -2.7408  0.8078  -0.50
O  -0.0206  -3.7118  1.5655  0.01
N  0.6462  -1.6682  0.7839  0.04
C  1.8331  -1.7573  1.4661  -0.16
C  2.7461  -2.8137  1.2187  -0.13
C  3.8230  -3.0013  2.0610  -0.04
C  4.0636  -2.1515  3.1292  -0.08
C  3.2820  -1.0244  3.2730  -0.06
C  2.2045  -0.7979  2.4308  -0.17
C  0.5260  0.7487  3.5655  -0.45
C  1.0653  1.9595  4.3541  0.00
C  0.4003  -0.4725  4.4855  0.02
C  2.6138  -3.6418  -0.0397  -0.37
C  2.5221  -5.1400  0.2469  -0.06
C  3.7794  -3.2919  -0.9732  -0.05
H  -0.7401  -1.3051  -6.0934  0.07
H  -2.2075  -0.4354  -5.6196  0.06
H  -1.0044  0.3580  -6.6508  0.07
H  -0.6786  -0.5122  -3.7425  0.11
H  1.3692  0.8019  -5.5815  0.07
H  1.5375  0.6152  -3.8283  0.06
H  1.4305  -0.8137  -4.8700  0.08
H  -0.0082  2.5430  -5.7675  0.10
H  -0.8190  4.7818  -5.1542  0.09
H  -2.2590  5.0509  -3.1813  0.10
H  -3.5183  4.2812  -1.5648  0.12
H  -4.0455  1.3076  -1.2162  0.05
H  -5.0074  2.6289  -0.5355  0.07
H  -4.9600  2.3615  -2.2910  0.08
H  -2.0922  2.1026  -0.0071  0.01
H  -1.4117  3.7053  -0.2562  0.09
H  -2.9147  3.5113  0.6636  0.08
H  -4.4522  -2.5549  -2.3167  0.11
H  -4.1603  -4.4967  -0.7450  0.10
H  -2.1413  -4.5049  0.7467  0.11
H  4.4892  -3.8366  1.8972  0.11
H  4.8696  -2.3473  3.8206  0.09
H  3.5084  -0.3154  4.0574  0.11
H  -0.8707  0.4822  2.0599  0.09
H  2.1459  1.8753  4.4458  0.08
H  0.8370  2.8828  3.8315  0.08
H  0.6528  1.9907  5.3576  0.07
H  1.3247  -0.6261  5.0366  0.08
H  -0.4155  -0.3180  5.1876  0.08
H  0.1908  -1.3644  3.8998  0.10
H  1.6932  -3.3507  -0.5547  0.12
H  3.4210  -5.5180  0.7314  0.07
H  1.6727  -5.3149  0.9036  0.07
H  2.3714  -5.6927  -0.6801  0.07
H  4.7336  -3.5616  -0.5246  0.07
H  3.6822  -3.8142  -1.9241  0.07
H  3.7830  -2.2192  -1.1656  0.08
C  -4.5029  -0.4091  1.2896  0.00
C  -3.1618  0.1702  1.6804  -0.43
O  -2.1583  -0.1569  1.0393  -0.07
C  -3.1135  1.0121  2.8269  -0.02
C  -1.9370  1.3647  3.4512  -0.27
C  -2.0078  2.1689  4.7166  -0.02
N  -0.7559  1.0075  2.9317  0.15
N  1.4944  0.4473  2.5058  0.07
C  1.8024  1.4152  1.6086  -0.49
O  1.1084  2.4052  1.4204  0.03
C  3.1484  1.3152  0.9539  -0.13
C  4.2751  1.4113  1.7663  -0.03
C  5.5382  1.4805  1.2106  -0.08
C  5.6945  1.4631  -0.1651  -0.10
C  4.5767  1.3991  -0.9794  -0.08
C  3.3108  1.3286  -0.4241  -0.04
H  -4.4562  -0.7761  0.2669  0.07
H  -5.2992  0.3208  1.3876  0.08
H  -4.7265  -1.2490  1.9472  0.09
H  -4.0540  1.3477  3.2345  0.10
H  -3.0423  2.3382  5.0018  0.08
H  -1.5238  3.1325  4.5683  0.09
H  -1.5111  1.6567  5.5372  0.07
H  4.1639  1.4583  2.8386  0.10
H  6.4024  1.5598  1.8540  0.10
H  6.6805  1.5193  -0.6037  0.10
H  4.6898  1.4181  -2.0543  0.10
H  2.4410  1.3024  -1.0659  0.02

Atomic forces in eV per Å
-0.35 -0.41 -0.52
-0.07 -0.04 0.21
0.06 -0.13 -0.11
-0.19 0.00 0.19
-0.12 -0.18 0.21
0.02 0.09 -0.10
0.02 0.04 -0.09
0.03 0.16 -0.12
-0.11 -0.03 -0.07
-0.01 -0.13 0.16
0.02 0.16 -0.05
-0.03 0.22 -0.17
0.08 0.51 -0.63
0.45 -0.40 0.96
-0.29 0.41 0.02
-0.12 -0.24 -0.13
-0.30 -0.39 -0.39
0.10 0.06 -0.03
0.09 0.15 0.04
0.15 0.02 0.03
-0.27 -0.66 0.10
0.21 0.20 0.18
0.31 0.31 0.65
-0.21 -0.37 -0.14
-0.66 0.59 -0.88
0.42 -0.11 0.60
-0.15 0.20 -0.14
-0.06 -0.04 0.00
0.01 0.10 0.15
0.07 -0.19 0.11
-0.03 -0.41 -0.20
0.26 0.18 0.77
-0.24 -0.04 -0.02
0.08 0.14 -0.18
0.01 -0.19 -0.08
-0.14 0.18 0.02
-0.24 -0.02 0.05
0.03 -0.08 -0.08
-0.07 -0.01 -0.08
0.09 0.07 -0.09
0.09 0.13 -0.17
0.07 0.06 -0.09
0.10 0.01 -0.01
0.08 -0.05 -0.04
0.08 -0.02 -0.08
0.00 0.04 0.01
-0.06 -0.01 0.08
0.06 -0.13 -0.03
-0.09 -0.09 0.03
-0.10 0.05 0.07
-0.14 -0.04 -0.08
0.05 -0.14 0.14
0.07 0.06 0.04
-0.05 0.00 0.15
0.08 0.08 -0.06
0.01 0.07 0.02
0.09 0.07 -0.02
0.08 -0.10 -0.08
0.13 0.01 0.02
-0.02 0.11 0.02
-0.02 0.03 0.15
0.07 -0.08 0.01
0.02 0.08 -0.02
-0.09 0.04 0.10
0.00 -0.07 0.09
-0.06 0.10 0.06
-0.05 -0.11 -0.04
0.16 -0.01 0.13
0.16 -0.03 0.01
-0.04 -0.09 0.03
0.03 -0.08 -0.07
0.14 -0.03 0.04
0.01 -0.07 -0.10
0.08 0.07 -0.05
0.19 -0.01 -0.16
-0.40 -0.01 0.17
0.19 -0.09 -0.17
-0.13 0.14 -0.06
0.06 -0.05 0.11
0.08 -0.03 -0.01
-0.37 -0.33 -0.39
-0.18 -0.47 0.20
0.06 0.97 -0.32
0.29 -0.08 0.25
0.30 0.12 -0.18
-0.06 0.06 -0.11
0.09 0.04 0.05
0.03 0.02 -0.10
0.10 -0.05 -0.02
-0.14 0.09 -0.05
-0.02 0.01 -0.02
-0.13 0.14 0.03
-0.01 -0.07 0.07
0.01 0.05 0.16
-0.04 -0.03 -0.07
0.07 0.04 0.05
0.06 0.01 0.09
-0.04 -0.03 0.09
0.08 -0.01 0.06
0.09 0.00 -0.01
-0.02 -0.04 -0.07
-0.01 0.03 0.04